[1]
ORCA calculation (wB97M-V/def2-TZVPD) on a molecular structure, C45H42FN6OS2SbTc.

Cartesian coordinates (Å):
H  0.8907  -0.0960  5.7963
C  0.6179  0.7602  1.2879
H  -1.6616  -1.6210  2.0274
H  1.9450  6.4138  1.7515
H  0.8779  -1.7414  -5.4819
C  -0.1365  -1.4066  -5.3244
H  -0.5375  1.6752  5.6009
H  -5.1015  0.0974  -0.2593
C  -0.5338  0.6960  -3.7959
H  -6.8811  -2.6256  -3.7383
H  2.4657  4.9814  0.1122
C  -0.1378  2.9305  -4.7078
H  1.2640  -1.1514  -3.0721
Tc  2.6453  1.1968  1.1371
H  2.6332  5.4370  5.8791
C  -0.3258  -2.0823  -2.0667
H  -0.1509  -5.1285  -0.6759
H  -0.5910  -1.5868  -6.2858
H  2.2171  7.1861  4.2238
H  -3.6581  0.8172  -0.8062
H  3.4846  -4.0311  0.0530
C  2.1814  5.7614  2.5976
C  3.1613  -1.8129  1.2877
C  0.9743  -2.0415  -2.5531
C  3.5857  -0.6901  3.2819
H  -6.7576  -0.6781  -2.2096
C  -3.4133  -0.9680  -2.8492
S  0.6341  -2.9770  5.0777
H  1.9081  -5.2130  -1.6618
C  -1.2337  -0.6542  1.8200
H  2.7695  1.2036  -3.6960
C  2.3550  4.4024  2.2012
O  2.6717  2.1188  2.8406
H  -1.0232  2.5573  -2.8393
H  -2.5619  -2.3338  -0.4470
C  2.5650  4.1604  0.7785
C  0.3752  0.9644  -5.9496
H  -2.2265  -2.8624  4.9412
H  -2.2214  -4.0883  -0.1243
C  -0.8154  -3.1892  -1.3975
C  -0.2549  1.8227  1.2589
H  4.7700  -1.8448  4.6289
H  0.6945  0.5086  -6.8948
Sb  -1.4989  -0.2346  -2.0756
N  4.3565  -2.9720  3.0298
H  -3.8285  -0.9742  4.6465
C  1.3538  -4.2703  -1.8382
H  -2.9454  -3.5901  -1.5757
C  4.2022  -1.8435  3.7143
C  -3.5217  -2.0159  -3.7955
H  0.0514  2.8076  0.9866
H  2.7094  -1.7848  0.3265
H  -5.1798  1.4627  -1.4182
C  -0.5785  2.0919  -3.7124
N  2.8028  2.1169  -3.2310
H  4.3932  -4.9315  1.2474
H  2.4073  2.9449  -3.6446
C  0.1137  -0.4924  1.6136
C  -2.7460  -0.7787  4.9385
H  -2.6852  -2.4071  -4.3136
C  2.8068  2.1112  -1.8547
N  2.5912  3.1882  -1.2025
C  -1.6234  1.7247  1.5418
H  -0.6318  -2.0683  -4.5843
H  2.7729  3.1249  5.2845
C  1.8380  -3.1206  -2.4756
C  -0.0903  -0.3458  5.4003
H  3.6039  0.2851  3.8430
C  2.5986  3.8175  4.5149
H  -0.1766  4.0000  -4.6059
S  3.0629  0.5899  -1.0695
C  2.4927  3.3865  3.1778
C  2.2570  6.1737  3.8830
C  -4.6481  0.5437  -1.1385
H  0.6954  -1.4009  1.5827
C  -2.3081  0.4986  5.1192
H  -2.2850  2.6368  1.5324
C  -5.9173  -2.1219  -3.5630
C  3.7554  -2.9813  1.7889
H  -2.9389  1.3838  5.1745
H  -4.7504  -3.3302  -4.8925
C  0.0771  -4.2547  -1.2432
N  2.6334  3.0296  0.1859
C  -0.5016  -1.6502  5.1101
F  -3.3386  0.3234  2.1746
C  -2.0688  0.4566  1.8566
C  -0.0952  0.0805  -4.9890
N  3.9495  -4.0640  0.9485
H  0.8190  2.9593  -6.6233
C  0.3568  2.3275  -5.8962
H  2.8261  -3.1352  -2.9857
C  -0.9595  0.7348  5.3592
C  -2.1922  -3.3063  -0.8724
C  -5.8537  -1.0971  -2.6289
C  -1.8785  -1.8680  4.9595
N  3.0990  -0.6930  2.0630
C  -4.7155  -2.5676  -4.1344
C  -4.6039  -0.5467  -2.2124
C  2.4720  5.1794  4.8257

Output
- energy relative to the best compared isomer or geometry (same formula, charge and spin) (eV) = 0.000
- 2S+1 = 4
- max |F| (Eh/bohr) = 0.05774
- lowest unoccupied orbital energy (spin up / spin down) (eV) = -0.1 / -2.0
- orbital gap (spin up / spin down) (eV) = 7.0115 / 5.0970

For each atom in turn, the Löwdin charge in e is: number 1, H, carries 0.10; number 2, C, carries -0.26; number 3, H, carries 0.12; number 4, H, carries 0.11; number 5, H, carries 0.08; number 6, C, carries -0.05; number 7, H, carries 0.10; number 8, H, carries 0.08; number 9, C, carries -0.32; number 10, H, carries 0.11; number 11, H, carries 0.11; number 12, C, carries -0.10; number 13, H, carries 0.06; number 14, Tc, carries 1.15; number 15, H, carries 0.11; number 16, C, carries -0.33; number 17, H, carries 0.10; number 18, H, carries 0.08; number 19, H, carries 0.10; number 20, H, carries -0.01; number 21, H, carries 0.07; number 22, C, carries -0.05; number 23, C, carries -0.08; number 24, C, carries -0.18; number 25, C, carries -0.13; number 26, H, carries 0.11; number 27, C, carries -0.30; number 28, S, carries 0.69; number 29, H, carries 0.11; number 30, C, carries -0.05; number 31, H, carries 0.08; number 32, C, carries -0.13; number 33, O, carries -0.28; number 34, H, carries 0.08; number 35, H, carries 0.07; number 36, C, carries -0.08; number 37, C, carries -0.09; number 38, H, carries 0.09; number 39, H, carries 0.08; number 40, C, carries -0.32; number 41, C, carries -0.13; number 42, H, carries 0.11; number 43, H, carries 0.12; number 44, Sb, carries 1.60; number 45, N, carries 0.14; number 46, H, carries 0.14; number 47, C, carries -0.10; number 48, H, carries 0.07; number 49, C, carries -0.14; number 50, C, carries -0.14; number 51, H, carries 0.08; number 52, H, carries 0.06; number 53, H, carries 0.09; number 54, C, carries -0.18; number 55, N, carries 0.08; number 56, H, carries 0.11; number 57, H, carries 0.08; number 58, C, carries -0.12; number 59, C, carries -0.10; number 60, H, carries 0.07; number 61, C, carries -0.86; number 62, N, carries -0.01; number 63, C, carries -0.02; number 64, H, carries 0.06; number 65, H, carries 0.09; number 66, C, carries -0.09; number 67, C, carries -0.12; number 68, H, carries 0.12; number 69, C, carries 0.00; number 70, H, carries 0.10; number 71, S, carries 0.59; number 72, C, carries -0.33; number 73, C, carries -0.11; number 74, C, carries -0.08; number 75, H, carries 0.08; number 76, C, carries -0.09; number 77, H, carries 0.14; number 78, C, carries -0.08; number 79, C, carries -0.31; number 80, H, carries 0.12; number 81, H, carries 0.10; number 82, C, carries -0.05; number 83, N, carries -0.18; number 84, C, carries -0.72; number 85, F, carries 0.07; number 86, C, carries -0.35; number 87, C, carries -0.28; number 88, N, carries 0.14; number 89, H, carries 0.10; number 90, C, carries -0.08; number 91, H, carries 0.12; number 92, C, carries -0.06; number 93, C, carries -0.06; number 94, C, carries -0.05; number 95, C, carries -0.12; number 96, N, carries -0.09; number 97, C, carries -0.11; number 98, C, carries -0.29; number 99, C, carries -0.08

***

[2]
ORCA calculation (wB97M-V/def2-TZVPD) on 2 unconnected molecules or ions with the total composition C5H14N3.

Cartesian coordinates (Å):
N  0.4715  -2.3469  -3.3054
C  1.3317  -0.1433  -0.4085
H  -1.8437  1.5105  0.6014
C  1.1179  -1.6161  -2.3841
H  0.1218  1.0572  2.6943
N  -0.7321  0.8846  2.1702
H  0.9110  -2.3620  -4.2266
H  1.0760  0.9201  -0.5393
H  -2.4232  -0.3581  2.0520
C  0.5041  -0.9435  -1.3501
C  -1.0335  1.7844  1.2755
C  -1.3796  -0.4152  2.3700
H  -1.3460  -0.6661  3.4246
H  1.1290  -0.2944  0.6519
H  -0.5408  -2.2532  -3.3590
H  0.4570  3.0585  1.5989
H  -0.5874  3.5145  0.2778
N  -0.3701  2.8925  1.0417
H  2.3914  -0.3293  -0.5720
H  2.1974  -1.5923  -2.5314
H  -0.8944  -1.1602  1.7381
H  -0.5580  -1.1415  -1.2200

Output
- charge = +2
- energy relative to the best compared isomer or geometry (same formula, charge and spin) (eV) = 0.000
- 2S+1 = 2
- max |F| (Eh/bohr) = 0.03989
- lowest unoccupied orbital energy (spin up / spin down) (eV) = -6.6 / -10.3
- orbital gap (spin up / spin down) (eV) = 11.3194 / 8.0615

For each atom in turn, the Löwdin charge in e is: number 1, N, carries 0.23; number 2, C, carries -0.05; number 3, H, carries 0.17; number 4, C, carries -0.07; number 5, H, carries 0.17; number 6, N, carries 0.01; number 7, H, carries 0.16; number 8, H, carries 0.10; number 9, H, carries 0.11; number 10, C, carries 0.00; number 11, C, carries -0.16; number 12, C, carries 0.00; number 13, H, carries 0.11; number 14, H, carries 0.07; number 15, H, carries 0.15; number 16, H, carries 0.15; number 17, H, carries 0.15; number 18, N, carries 0.21; number 19, H, carries 0.10; number 20, H, carries 0.16; number 21, H, carries 0.08; number 22, H, carries 0.13

***

[3]
ORCA calculation (wB97M-V/def2-TZVPD) on a molecular structure, C11H25ClNO2Zn.

Cartesian coordinates (Å):
H  -1.5352  0.8364  3.1684
H  0.6978  -0.8176  2.0646
H  -0.6560  -1.7236  2.8371
H  1.0954  -3.0171  1.5212
H  -3.3045  -0.7457  2.1450
Zn  0.4160  3.7558  -4.4616
C  -1.2611  0.9377  2.1183
H  0.7875  -2.9751  -0.9505
H  -1.8621  1.7547  1.7191
C  0.6028  -2.0896  -0.3423
H  4.0252  2.9372  0.6363
H  3.3685  2.6378  -0.9449
H  -1.9259  -2.7951  -1.0068
H  1.3455  1.5430  0.3215
H  1.5650  -1.5792  -0.3011
C  -0.4213  -1.1041  -1.0375
H  2.8392  0.7040  -0.1145
O  2.1402  3.8348  0.2598
C  -0.2315  -1.3629  1.9001
H  -2.7150  -2.0984  1.1266
C  0.3824  -0.5200  -2.2590
H  -3.3607  -0.6469  0.4467
C  2.4162  1.4850  0.5174
H  -0.2737  -0.0351  -2.9819
C  0.2298  -2.5696  1.0327
H  -0.5280  -3.3498  0.9615
H  -1.5281  -2.4407  -2.5622
H  1.0606  -1.2347  -2.7252
H  1.4771  3.7535  -0.4296
O  -1.5639  0.9374  -0.7542
N  -0.8302  -0.0421  -0.0886
Cl  0.1118  3.2549  -2.2825
C  -1.2958  -0.4116  1.2749
C  -2.7327  -1.0164  1.2573
H  -2.4465  -1.2156  -1.6612
H  2.5218  1.3694  1.5961
H  -0.2304  1.2741  2.2303
C  -1.6276  -1.9326  -1.6029
H  -0.9408  1.6673  -0.7819
C  3.0884  2.8035  0.0954
H  1.0995  0.2371  -1.9419

Output
- charge = +1
- 2S+1 = 1
- max |F| (Eh/bohr) = 0.04804
- lowest unoccupied orbital energy (eV) = -8.5
- orbital gap (eV) = 2.6646

For each atom in turn, the Löwdin charge in e is: number 1, H, carries 0.09; number 2, H, carries 0.11; number 3, H, carries 0.13; number 4, H, carries 0.12; number 5, H, carries 0.09; number 6, Zn, carries 0.84; number 7, C, carries -0.02; number 8, H, carries 0.13; number 9, H, carries 0.08; number 10, C, carries -0.14; number 11, H, carries 0.12; number 12, H, carries 0.10; number 13, H, carries 0.08; number 14, H, carries 0.04; number 15, H, carries 0.11; number 16, C, carries -0.42; number 17, H, carries 0.07; number 18, O, carries -0.09; number 19, C, carries -0.11; number 20, H, carries 0.08; number 21, C, carries -0.04; number 22, H, carries 0.08; number 23, C, carries -0.09; number 24, H, carries 0.07; number 25, C, carries -0.17; number 26, H, carries 0.11; number 27, H, carries 0.09; number 28, H, carries 0.09; number 29, H, carries -0.04; number 30, O, carries 0.00; number 31, N, carries -0.06; number 32, Cl, carries 0.08; number 33, C, carries -0.43; number 34, C, carries -0.01; number 35, H, carries 0.08; number 36, H, carries 0.08; number 37, H, carries 0.07; number 38, C, carries -0.01; number 39, H, carries 0.00; number 40, C, carries -0.31; number 41, H, carries 0.05